Record 1
C31H51N5O2 | ωB97M-V with the def2-TZVPD basis set

Output
Gap between HOMO and LUMO   7.72 eV
Lowest unoccupied orbital energy   0.01 eV
Largest force on an atom   1.96 eV/Å
2S+1   3

Positions of all 89 atoms, in Å:
1 H 5.50370 -0.16121 1.32597
2 H -3.39283 -1.11975 4.20527
3 C -7.79354 0.12370 2.34954
4 C -5.53539 -1.06411 3.85989
5 H 3.52170 -0.33076 -1.05797
6 H -4.17459 0.32774 4.85073
7 N 6.26276 -2.26824 -0.35831
8 H -7.18291 0.20704 -0.33494
9 C -5.64335 -2.61268 3.82734
10 H -0.31823 3.96316 -0.85739
11 N 3.64544 3.07593 -3.41569
12 C 4.02226 4.10717 -2.74355
13 H 6.29567 -5.59900 -1.09768
14 C 0.41658 2.41984 -2.13866
15 C 4.37067 -3.67718 -1.16783
16 C 3.61310 -2.41964 -1.58540
17 C -6.99382 -1.91724 1.14873
18 C -0.54068 2.99756 -1.29140
19 H 2.53941 -2.59000 -1.49087
20 H 5.54602 0.56026 -2.17902
21 H -7.38939 -2.54339 1.94507
22 C 5.96437 -0.43897 -2.04970
23 C -1.70938 2.33527 -0.98892
24 H 3.79169 -2.19484 -2.64038
25 C 5.89148 -3.49732 -1.12654
26 H -4.90212 -3.06663 4.48344
27 H -6.54232 0.59030 4.80103
28 H 7.05095 -0.35415 -2.10513
29 H 2.93317 0.74758 -4.34406
30 C 6.46942 -3.43242 -2.56621
31 C 5.87342 0.07579 0.33049
32 H -2.72582 4.01986 -0.33710
33 H -6.13699 -2.42660 0.70547
34 H 6.95279 0.22285 0.39378
35 H 6.09922 -4.92318 0.51432
36 H 5.41562 1.01612 0.02248
37 N 1.58496 3.10028 -2.38234
38 C 2.45518 2.48932 -3.15322
39 H -2.87790 2.49001 2.10538
40 H 5.62375 -1.02938 -2.89724
41 H -1.79087 3.87709 1.75716
42 C -8.03161 -0.50328 3.72094
43 H -6.91105 -0.96880 5.50731
44 H 4.13158 -4.50052 -1.84442
45 H -8.38619 -1.53251 3.61823
46 O 6.19958 -2.49670 0.91065
47 C 4.44553 4.01358 -1.31207
48 C -4.29576 -0.74107 4.68648
49 H 5.69077 -3.36038 -3.32648
50 H 5.52815 3.95127 -1.22840
51 H 3.65857 -1.41606 0.31173
52 H -1.21134 -0.47637 -2.81902
53 C 5.52819 -1.00623 -0.68521
54 H 4.08524 4.89942 -0.78894
55 H -4.39059 -1.21761 5.66214
56 H -6.15240 1.33944 0.52879
57 C -6.32546 0.28289 0.33327
58 N -5.38562 -0.52125 2.47327
59 H -5.45120 -0.11690 -0.18330
60 C -6.60928 -0.49959 1.60975
61 H 4.01926 -3.98017 -0.17625
62 H 3.86864 5.40922 -4.42134
63 H 3.24517 6.02421 -2.89390
64 C 4.05967 5.46348 -3.35511
65 H -1.28454 2.24512 1.44854
66 C 0.17541 1.15380 -2.69612
67 H -7.77100 -1.85240 0.38742
68 H -3.66308 2.50154 -0.10459
69 N 1.08832 0.53375 -3.52317
70 H 3.95291 3.16181 -0.84937
71 C -2.14815 2.90856 1.41717
72 H 7.59085 -4.62729 -0.38596
73 H 5.01176 5.94820 -3.13932
74 H -7.61904 1.19706 2.47443
75 C -1.95328 1.07269 -1.56076
76 H -6.62233 -2.97078 4.14817
77 H -5.44386 -3.01607 2.83770
78 C 6.50828 -4.72982 -0.47517
79 C 2.16983 1.19725 -3.71731
80 C 4.01851 -1.23909 -0.70684
81 H 7.14799 -2.59307 -2.69714
82 C -1.02939 0.50195 -2.39551
83 H 7.05727 -4.32202 -2.78845
84 C -2.68913 2.97590 -0.03169
85 O -4.85546 0.65447 2.50933
86 H -2.87583 0.56283 -1.32050
87 H -8.82501 0.04077 4.23679
88 C -6.75575 -0.45514 4.55624
89 H -8.68831 0.02376 1.73145

Cartesian forces, eV/Å:
0.1 -0.1 0.0
0.0 0.0 0.0
0.0 0.2 0.4
0.2 -1.3 0.5
0.1 0.1 0.0
0.0 0.0 -0.1
-1.6 -0.4 1.1
0.0 -0.1 0.0
0.0 -0.1 -0.2
0.0 0.1 0.0
-0.9 1.4 -0.4
0.4 -0.4 0.0
0.0 0.0 -0.1
0.4 0.2 -0.1
-0.4 0.2 0.2
0.1 0.0 0.0
0.1 -0.2 0.2
-0.1 -0.3 0.0
0.0 0.0 0.0
0.0 0.0 0.1
0.0 0.0 0.0
0.1 -0.2 -0.1
-0.1 0.2 0.0
0.0 0.0 0.0
0.5 -0.5 -1.2
0.0 0.1 0.1
0.1 0.0 -0.1
0.0 0.0 0.0
0.1 0.0 -0.1
0.1 0.2 0.0
0.1 -0.2 0.4
-0.6 0.1 0.1
0.0 0.0 0.0
0.0 0.0 0.0
0.0 0.1 0.0
0.0 0.0 -0.1
-0.1 0.0 0.1
0.3 -0.9 0.7
-0.1 0.2 0.1
0.0 0.0 0.0
-0.2 0.1 0.1
0.1 0.0 0.0
0.1 -0.1 0.0
0.1 0.0 0.0
0.0 0.0 0.0
0.6 0.1 0.0
-1.1 0.1 0.2
0.2 0.4 -0.1
0.0 0.1 0.0
0.1 0.0 -0.1
0.1 0.0 0.0
0.1 0.0 -0.1
0.3 1.1 -1.0
0.3 0.1 0.1
-0.1 -0.1 0.0
0.1 0.0 0.1
0.3 0.4 0.1
-0.8 1.6 0.8
0.0 0.0 0.0
-0.5 -1.0 -0.9
0.1 0.0 0.1
0.1 0.0 -0.1
0.0 0.0 0.2
0.6 -0.4 -0.4
0.0 -0.1 0.0
-0.4 -0.3 0.0
0.0 0.1 0.0
-0.1 0.1 -0.1
-0.2 0.3 0.4
0.3 -0.2 0.0
0.1 -0.4 -0.2
0.0 0.0 0.0
-0.1 0.3 0.0
0.1 0.0 0.0
0.1 0.2 0.1
0.0 0.0 -0.1
0.0 0.0 0.0
0.0 0.0 0.5
0.7 -0.3 -0.6
-0.3 -0.3 0.1
0.0 0.0 0.0
-0.2 -0.3 0.0
-0.1 -0.1 0.1
0.9 0.0 0.1
0.5 -0.2 -0.3
-0.1 -0.1 0.0
0.0 0.0 0.0
-0.3 0.3 -0.1
0.1 0.0 -0.1

Mulliken atomic charge list, values in e, 2 entries: number 1, H, carries 0.402; number 2, H, carries 0.468

***

Record 2
C4H10N2O | ωB97M-V with the def2-TZVPD basis set

Output
Gap between HOMO and LUMO   9.49 eV
Relative energy (zero: lowest compared OMol25 entry of this formula, charge and spin)   3.262 eV
Lowest unoccupied orbital energy   0.91 eV
Largest force on an atom   5.24 eV/Å
2S+1   1

Positions of all 17 atoms, in Å:
1 C 0.61399 -1.68910 0.62155
2 H -1.01911 -1.05263 -0.47064
3 H -2.75397 1.65379 0.68432
4 N -2.03439 2.27054 0.42115
5 H 0.75312 -0.34604 -2.27626
6 C -0.06427 0.70134 0.52542
7 H -1.70042 2.88483 1.16699
8 H 1.98218 -0.95136 -1.33971
9 C -1.10777 1.51191 -0.42658
10 H -1.58440 0.81696 -1.22184
11 H 0.86010 1.31837 0.66401
12 H -0.01664 -2.04075 1.42901
13 H -0.60010 2.28017 -1.05947
14 N 1.00917 -0.65341 -1.36633
15 H -0.56164 0.37583 1.45645
16 O 1.85468 -1.95060 0.60074
17 C 0.05471 -0.63319 -0.25748

Cartesian forces, eV/Å:
5.1 0.2 1.0
1.8 1.1 -0.2
-1.0 -0.3 1.0
-0.3 0.2 -1.5
-0.5 0.3 -0.2
-1.6 -0.3 -2.4
0.2 -0.8 -0.6
-0.9 0.0 1.0
1.3 1.0 0.8
0.2 1.2 1.8
-0.7 -1.1 0.0
-0.3 -0.6 0.4
0.2 -0.8 0.5
-0.7 0.7 -1.1
0.1 0.9 -0.1
-4.3 0.1 0.4
1.5 -1.7 -0.8

Mulliken atomic charge list, values in e, 2 entries: number 1, C, carries -0.251; number 2, H, carries 0.269

***

Record 3
C6H8ClFN2O3 | ωB97M-V with the def2-TZVPD basis set

Output
Gap between HOMO and LUMO   9.81 eV
Relative energy (zero: lowest compared OMol25 entry of this formula, charge and spin)   0.000 eV
Lowest unoccupied orbital energy   0.19 eV
Largest force on an atom   4.85 eV/Å
2S+1   1

Positions of all 21 atoms, in Å:
1 O 0.51496 1.43950 -1.83474
2 H 3.15266 0.40503 -1.50513
3 Cl -0.98592 0.44887 4.07815
4 C -0.18899 -0.16398 2.61734
5 H -2.98060 -0.50468 0.72091
6 N 1.44657 -0.14607 -0.37705
7 C 0.98845 -1.20419 0.34323
8 C 2.88813 0.24567 -0.48887
9 H 0.44961 2.73538 -3.17295
10 N -1.03662 -0.58611 1.64507
11 H -1.10075 -1.77359 0.02710
12 C -0.48087 -0.90025 0.43370
13 H -2.85738 -0.09445 2.48706
14 H 2.91348 1.10822 0.15184
15 C -2.54444 -0.76476 1.73263
16 H 3.33675 -0.71547 -0.03625
17 H -2.80774 -1.89218 1.85505
18 C 0.46268 0.63273 -0.96882
19 F 0.38500 3.12944 -4.00795
20 O -0.70013 0.07258 -0.58163
21 O 1.57451 -2.16956 0.78237

Cartesian forces, eV/Å:
0.8 1.1 0.0
0.3 0.2 -0.7
0.1 -0.6 -0.8
-0.8 0.1 -1.1
0.5 0.1 1.2
2.3 1.5 -1.2
0.1 -0.6 1.0
-1.5 -3.0 1.9
0.0 -0.3 0.3
-1.0 1.2 4.0
1.2 0.7 0.5
-1.6 -3.2 -3.3
-0.8 0.2 0.8
1.0 0.4 0.1
0.7 -1.8 -2.3
0.2 1.9 -0.7
0.6 2.0 0.4
-0.8 -2.5 0.2
0.0 0.2 -0.3
-0.9 1.1 0.5
-0.3 1.2 -0.5

Mulliken atomic charge list, values in e, 2 entries: number 1, O, carries -0.625; number 2, H, carries 0.303

***

Record 4
C11H14NS | ωB97M-V with the def2-TZVPD basis set

Output
Gap between HOMO and LUMO   8.73 eV
Relative energy (zero: lowest compared OMol25 entry of this formula, charge and spin)   5.152 eV
Total charge   +1
Lowest unoccupied orbital energy   -3.74 eV
Largest force on an atom   7.21 eV/Å
2S+1   1

Positions of all 27 atoms, in Å:
1 N 2.99647 -1.65034 -0.37732
2 C -0.12670 0.20318 -0.11319
3 C -0.53016 -1.12830 -0.11246
4 H 1.61155 3.01783 -0.90793
5 H -4.69883 0.01586 0.70782
6 H 1.53263 -0.17617 1.96605
7 H -3.07204 1.83872 0.46386
8 C 1.99348 2.33280 -0.14911
9 H 2.94578 2.53593 0.21178
10 C 3.16222 -1.17203 0.77923
11 H 0.27864 -1.83065 -0.02924
12 C -2.37843 0.97040 0.19902
13 H 3.53766 -1.84180 1.59626
14 C 2.42511 0.11764 1.25893
15 C -1.86376 -1.31211 -0.22408
16 C -4.27230 -0.58532 0.04705
17 H 3.16015 0.75551 1.69550
18 H 1.81211 -0.82356 -2.20472
19 H -4.34233 -1.69864 0.32550
20 H -0.50339 2.28870 -0.03172
21 C 2.35714 -0.47991 -1.39041
22 H -4.81399 -0.49675 -1.04052
23 H -2.09126 -2.40985 -0.35541
24 C -2.86651 -0.31141 -0.05378
25 C -0.99653 1.26265 -0.06509
26 H 3.15758 -0.17186 -1.98354
27 S 1.58572 0.74949 -0.21248

Cartesian forces, eV/Å:
-0.7 2.4 -2.3
0.4 1.7 -0.3
1.6 1.7 -0.3
0.0 -0.4 0.1
-2.2 2.5 2.8
2.0 0.7 -1.0
1.0 -1.4 -0.5
-2.7 0.0 -1.5
1.5 0.0 0.9
-2.1 -0.4 1.1
-0.4 -1.0 -0.3
0.4 1.9 -1.0
0.1 0.7 -0.9
-1.0 -3.0 0.1
-1.4 -2.7 0.1
-0.5 -5.1 -5.0
-0.1 1.1 0.2
-2.3 -1.3 -0.6
-0.5 1.7 -0.2
-1.3 -1.2 0.0
1.1 -2.3 3.9
1.2 -0.1 2.6
-0.5 1.4 0.3
3.2 0.9 0.4
-0.6 1.0 1.4
2.0 1.6 0.0
2.0 -0.2 0.1

Mulliken atomic charge list, values in e, 2 entries: number 1, N, carries -0.398; number 2, C, carries 0.262

***

Record 5
C7H8ClN4S | ωB97M-V with the def2-TZVPD basis set

Output
Gap between HOMO and LUMO (alpha / beta)   6.95 / 6.95 eV
Total charge   +1
Lowest unoccupied orbital energy (alpha / beta)   -4.72 / -4.72 eV
Largest force on an atom   4.21 eV/Å
2S+1   1

Positions of all 21 atoms, in Å:
1 C -4.58107 -2.31044 -0.12590
2 N 2.42305 -0.93612 0.85193
3 S -3.61920 -1.10741 0.82116
4 H 3.94738 1.89528 0.31828
5 Cl 4.96670 -0.38565 1.17660
6 N -2.51529 -0.71924 -0.27667
7 H 0.68706 2.59013 -1.28208
8 N -1.42594 -0.16413 -0.19172
9 H -1.08449 1.59031 -0.81716
10 N 1.45670 2.64255 -0.67770
11 C 3.08512 1.27159 0.29126
12 C 1.09252 -0.73457 0.62709
13 C 0.76885 0.49280 0.01240
14 H 2.48911 -1.88836 1.14310
15 H -4.15205 -3.31775 -0.28505
16 C 1.76902 1.45172 -0.13777
17 C 3.42977 0.00809 0.68038
18 H -4.90178 -1.89113 -1.09569
19 C -0.60279 0.75309 -0.36148
20 H -5.44780 -2.39887 0.39382
21 H 2.21515 3.15809 -1.06479

Cartesian forces, eV/Å:
1.9 0.3 -2.3
-1.1 1.0 -0.6
-0.3 -0.3 0.6
-0.2 1.3 -0.5
1.0 -0.5 0.2
2.3 -0.1 -1.5
-1.1 0.5 -0.8
-3.6 -2.0 1.1
0.3 1.1 -0.1
0.4 0.4 0.1
0.7 -2.5 0.5
-0.6 0.0 -0.6
1.4 -0.1 0.6
1.5 -0.3 0.4
0.3 0.8 0.4
-0.1 1.2 -0.3
-2.3 -0.7 0.7
0.5 0.0 0.4
0.9 -0.4 0.1
-2.6 -0.4 1.9
0.4 0.5 -0.1

Mulliken atomic charge list, values in e, 2 entries: number 1, C, carries -0.804; number 2, N, carries 0.034

***

Record 6
C6H12FeO4 | ωB97M-V with the def2-TZVPD basis set

Output
Gap between HOMO and LUMO (alpha / beta)   7.66 / 8.01 eV
Total charge   +2
Lowest unoccupied orbital energy (alpha / beta)   -8.61 / -11.75 eV
Largest force on an atom   2.15 eV/Å
2S+1   7

Positions of all 23 atoms, in Å:
1 H -3.05901 -0.82059 0.05817
2 C 1.76779 -1.81453 -0.76237
3 O 2.77406 0.38619 -0.79232
4 C -1.43120 1.90154 -0.70884
5 H -1.13152 -2.66260 0.59339
6 C 2.66497 -0.68555 -0.31830
7 H -3.37702 0.46556 -1.14902
8 H -2.18141 -0.81603 -1.51361
9 C -2.61012 -0.19057 -0.71672
10 H -1.05686 1.75989 -1.73614
11 H -0.83822 -2.75284 -1.16492
12 O 0.68456 1.89776 0.46347
13 H -2.40917 2.40350 -0.74391
14 Fe 0.16030 0.12149 0.65972
15 O -1.59388 0.60102 -0.11568
16 C -0.42874 2.67517 0.14129
17 H -0.94727 3.02206 1.05663
18 H 2.21474 -2.77670 -0.46458
19 H 1.64292 -1.77326 -1.85740
20 O 0.51835 -1.62982 -0.11909
21 H 0.22866 -3.67794 -0.06747
22 H -0.14403 3.57761 -0.43031
23 C -0.35940 -2.75938 -0.18084

Cartesian forces, eV/Å:
0.1 0.2 -0.2
0.9 -1.3 -1.5
-0.1 -0.8 0.0
-0.1 0.5 -0.6
0.4 -0.1 -0.1
0.3 1.2 0.6
0.2 -0.2 0.2
-0.1 0.3 0.2
-1.1 -1.1 -0.6
-0.1 0.1 0.3
0.1 -0.1 0.1
-0.5 -0.3 0.3
0.4 -0.1 0.1
0.0 0.3 0.0
0.8 0.3 0.8
-0.6 1.0 -1.0
0.4 -0.1 0.2
-0.2 0.3 -0.1
-0.1 -0.1 0.3
0.3 0.8 0.7
-0.2 0.3 0.2
0.2 -0.2 0.4
-0.9 -1.0 -0.5

Mulliken atomic charge list, values in e, 2 entries: number 1, H, carries 0.282; number 2, C, carries 0.200

***

Record 7
C2H6Cl2NPS | ωB97M-V with the def2-TZVPD basis set

Output
Gap between HOMO and LUMO   9.98 eV
Relative energy (zero: lowest compared OMol25 entry of this formula, charge and spin)   1.622 eV
Lowest unoccupied orbital energy   0.68 eV
Largest force on an atom   4.43 eV/Å
2S+1   1

Positions of all 13 atoms, in Å:
1 N -0.77778 0.40502 -0.45196
2 H -1.33755 0.10618 -2.43005
3 H -2.40246 1.24860 0.36452
4 H -2.68746 -0.06101 -1.41134
5 Cl 0.88304 -2.06468 0.78410
6 S 3.82493 -0.94676 1.29652
7 H -0.65016 1.75152 0.98564
8 Cl 1.23816 0.67619 2.15651
9 P 1.89003 -0.28375 0.49432
10 H 4.64020 -0.56648 0.39535
11 C -1.30138 1.27176 0.31330
12 H -1.63026 -1.30848 -1.10240
13 C -1.68932 -0.22811 -1.39451

Cartesian forces, eV/Å:
-0.8 1.4 -0.2
-0.2 -1.3 1.2
0.3 1.0 0.2
-3.3 1.5 0.8
0.1 0.0 -0.1
-1.8 -0.7 1.8
0.2 0.9 0.9
0.1 0.3 0.6
1.1 -0.6 -0.4
0.9 0.8 -1.8
-0.9 -2.0 -0.8
0.4 0.5 -1.3
4.0 -1.8 -0.9

Mulliken atomic charge list, values in e, 2 entries: number 1, N, carries -0.159; number 2, H, carries 0.248

***

Record 8
CHN3O2 | ωB97M-V with the def2-TZVPD basis set

Output
Gap between HOMO and LUMO   9.65 eV
Relative energy (zero: lowest compared OMol25 entry of this formula, charge and spin)   3.138 eV
Lowest unoccupied orbital energy   -0.58 eV
Largest force on an atom   5.34 eV/Å
2S+1   1

Positions of all 7 atoms, in Å:
1 C 0.78628 -0.17063 -0.01890
2 N -1.25538 -1.09720 -0.12512
3 O -1.34565 0.39701 -0.03776
4 N -0.14697 0.79847 0.04661
5 O 2.02059 -0.25017 -0.08266
6 H -0.02488 1.73839 0.08723
7 N -0.03399 -1.41587 0.13060

Cartesian forces, eV/Å:
3.0 -2.4 1.1
4.0 0.2 2.3
-4.4 -2.8 -1.0
4.1 -1.6 0.1
-3.2 1.2 0.1
0.6 3.2 0.0
-4.1 2.2 -2.5

Mulliken atomic charge list, values in e, 2 entries: number 1, C, carries 0.453; number 2, N, carries 0.023